(1)
Density functional theory data (the ωB97M-V functional and the def2-TZVPD basis) for C4H9Cl as an isolated structure at a distorted geometry.

Calculated values
E_tot: -617.82226 a.u.
energy above the lowest of the compared OMol25 structures with the same formula, charge and spin: 114.1 kcal per mole

The geometry in XYZ format:
```
14
Properties=species:S:1:pos:R:3:forces:R:3
C 0.234 1.876 0.803 1.037 -1.218 -1.295
C -0.183 0.674 -0.273 0.291 3.213 -2.435
C -0.038 -0.723 0.280 0.674 1.478 -0.447
C -0.162 -1.724 -0.777 -0.586 -5.267 -2.981
H 0.058 2.850 0.239 0.545 -1.160 0.875
H -0.440 1.935 1.799 1.891 -0.617 -2.278
H 1.443 1.620 0.912 -3.371 1.266 0.449
H 0.436 0.764 -1.483 -1.401 -0.015 4.054
H -1.284 0.918 -0.645 2.034 -1.075 1.012
H -0.745 -0.759 1.040 -1.668 -0.644 0.997
H 0.218 -1.412 -1.992 -1.437 -0.683 3.978
H -1.592 -2.191 -0.780 4.627 1.324 -0.286
H 0.645 -2.720 -0.446 -3.056 2.774 -1.284
Cl 1.411 -1.108 1.324 0.419 0.623 -0.359
```
Positions in Å, forces in eV/Å.

Results of the natural (NBO) charge analysis, in e, for atoms 1 through 4:
1 C -0.65
2 C -0.39
3 C -0.29
4 C -0.62

=====

(2)
Density functional theory data (the ωB97M-V functional and the def2-TZVPD basis) for a single C4H9Cl2OP molecule at a distorted geometry.

Calculated values
E_tot: -1494.64091 a.u.
energy above the lowest of the compared OMol25 structures with the same formula, charge and spin: 125.2 kcal per mole

The geometry in XYZ format:
```
17
Properties=species:S:1:pos:R:3:forces:R:3
C -1.470 1.003 -0.460 -1.819 -2.948 2.008
C -1.382 -0.387 -1.020 1.967 -1.669 0.169
C -0.573 -1.486 -0.213 -0.016 2.314 0.994
Cl -1.472 -2.016 1.317 0.205 0.371 -0.662
Cl -0.461 -2.851 -1.264 0.566 -0.788 -0.270
P 1.197 -0.670 0.623 -0.682 -1.352 -0.047
C 2.809 0.203 0.770 -2.032 1.487 0.156
O 3.893 -0.276 0.219 1.465 0.419 -1.076
H -0.625 1.570 -0.317 2.321 0.778 0.705
H -2.036 1.548 -1.110 -1.847 1.538 -1.750
H -2.084 0.815 0.446 0.578 1.000 -0.019
H -2.367 -0.860 -1.000 -0.127 0.420 -1.029
H -0.811 -0.397 -1.984 -1.084 -0.072 0.388
H 0.498 -0.238 1.764 0.182 0.296 -0.263
H 1.510 -2.016 1.019 0.380 0.707 -0.163
H 2.803 1.294 0.506 -0.512 -0.734 0.534
H 3.960 -1.181 0.443 0.455 -1.768 0.324
```
Positions in Å, forces in eV/Å.

Results of the natural (NBO) charge analysis, in e, for atoms 1 through 4:
1 C -0.62
2 C -0.45
3 C -0.28
4 Cl -0.11

=====

(3)
Density functional theory data (the ωB97M-V functional and the def2-TZVPD basis) for C4H9Cl3NO2Y as an isolated structure at a distorted geometry.

Calculated values
total charge: +2
E_tot: -1781.17190 a.u.
energy above the lowest of the compared OMol25 structures with the same formula, charge and spin: 0.0 kcal per mole

The geometry in XYZ format:
```
20
Properties=species:S:1:pos:R:3:forces:R:3
Y -1.212 -3.854 1.671 -0.535 3.897 -4.727
O -1.443 -2.542 -0.049 0.389 -3.787 4.818
H -1.200 -2.063 -0.852 0.131 0.183 -0.093
C -1.129 1.249 2.199 0.004 1.492 0.193
O -1.748 1.990 2.922 -0.155 -0.274 -0.081
N -0.164 1.622 1.325 -0.392 -1.830 0.034
C 0.590 0.557 0.695 0.946 0.969 -0.231
C 0.127 3.001 1.003 0.014 0.255 -0.297
H -1.361 0.158 2.207 0.251 -0.325 -0.091
H 0.535 0.603 -0.394 -0.378 -0.250 -0.062
H 0.291 -0.402 1.107 -0.143 -0.157 -0.199
H 1.659 0.684 0.907 -0.052 -0.080 0.171
H -0.696 3.609 1.368 0.221 0.138 0.239
H 1.098 3.300 1.398 -0.160 0.111 0.282
H 0.183 3.143 -0.079 -0.102 -0.236 -0.003
C 0.797 -2.251 -3.071 -0.024 -0.176 -1.011
Cl 1.684 -3.059 -4.369 -0.066 0.127 0.414
Cl 0.421 -0.588 -3.543 -0.071 -0.396 0.399
Cl 1.671 -2.321 -1.536 0.299 0.068 0.459
H -0.102 -2.835 -2.908 -0.177 0.271 -0.214
```
Positions in Å, forces in eV/Å.

Results of the Mulliken charge analysis, in e, for atoms 1 through 4:
1 Y 2.10
2 O -0.55
3 H 0.31
4 C 0.40

=====

(4)
Density functional theory data (the ωB97M-V functional and the def2-TZVPD basis) for a 2-piece molecular cluster, C4H9ClF2O overall.

Calculated values
E_tot: -892.95817 a.u.

The geometry in XYZ format:
```
17
Properties=species:S:1:pos:R:3:forces:R:3
C -1.103 -0.477 1.689 -0.008 -0.009 -0.007
C -0.066 -0.755 0.618 0.025 -0.154 0.167
O -0.013 0.393 -0.214 0.305 -0.269 -0.001
C 1.333 -0.986 1.194 -0.002 0.066 -0.161
Cl 1.433 -2.502 2.136 -0.021 -0.005 -0.001
H -1.187 -1.319 2.380 0.018 0.075 -0.062
H -0.823 0.419 2.251 -0.017 -0.080 -0.050
H -2.076 -0.301 1.224 0.109 -0.025 0.044
H -0.360 -1.644 0.039 0.047 0.124 0.077
H 0.487 0.168 -1.010 -0.120 0.177 0.097
H 2.072 -1.061 0.392 -0.125 -0.008 0.116
H 1.608 -0.163 1.851 -0.011 -0.033 0.007
F 0.115 2.460 -2.671 0.193 -0.081 0.052
C -1.238 2.414 -2.752 -0.505 0.133 -0.170
F -1.713 1.620 -1.760 -0.071 0.177 -0.266
H -1.521 1.980 -3.717 0.087 0.020 0.130
H -1.635 3.424 -2.617 0.095 -0.107 0.029
```
Positions in Å, forces in eV/Å.

Results of the natural (NBO) charge analysis, in e, for atoms 1 through 4:
1 C -0.63
2 C 0.08
3 O -0.71
4 C -0.38

=====

(5)
Density functional theory data (the ωB97M-V functional and the def2-TZVPD basis) for a 2-piece molecular cluster, C4H9ClN overall at a distorted geometry.

Calculated values
total charge: +1
E_tot: -672.35927 a.u.
energy above the lowest of the compared OMol25 structures with the same formula, charge and spin: 67.1 kcal per mole

The geometry in XYZ format:
```
15
Properties=species:S:1:pos:R:3:forces:R:3
C 0.290 -1.784 1.147 -1.894 0.011 1.056
C 0.827 -0.687 0.133 2.674 -0.613 -0.539
C 0.859 1.927 0.077 2.390 -2.622 -2.495
C 0.319 0.575 0.121 -5.248 0.319 -0.743
N 0.172 -1.954 -0.213 -2.115 0.893 0.458
Cl -3.321 0.643 -1.682 -0.369 0.193 -0.306
H 0.969 -2.301 1.831 0.275 0.243 -0.534
H -0.689 -1.527 1.559 0.525 0.243 0.489
H 1.864 -0.605 0.095 2.030 -0.878 -0.019
H 1.927 1.948 0.123 0.963 -0.087 1.278
H 0.345 2.531 0.706 -1.454 2.236 1.603
H 0.921 2.286 -0.978 -1.355 -0.175 0.166
H -0.831 0.502 0.117 1.461 0.614 0.120
H 0.588 -2.754 -0.619 1.700 -0.168 -0.864
H -4.243 1.197 -2.414 0.415 -0.210 0.328
```
Positions in Å, forces in eV/Å.

Results of the natural (NBO) charge analysis, in e, for atoms 1 through 4:
1 C -0.05
2 C -0.23
3 C -0.72
4 C 0.31

=====

(6)
Density functional theory data (the ωB97M-V functional and the def2-TZVPD basis) for a 2-piece molecular cluster, C4H9ClN2 overall at a distorted geometry.

Calculated values
E_tot: -727.26601 a.u.
energy above the lowest of the compared OMol25 structures with the same formula, charge and spin: 138.6 kcal per mole

The geometry in XYZ format:
```
16
Properties=species:S:1:pos:R:3:forces:R:3
C -1.963 -1.035 -0.830 -0.062 -0.998 1.285
C -1.833 -1.904 0.368 1.212 -0.884 -1.374
C 1.761 0.079 -0.862 0.194 1.284 -0.536
C 0.666 1.941 0.390 -1.516 -0.901 0.707
N 0.404 -0.534 0.881 0.201 1.445 1.380
N 0.845 0.369 0.227 -0.627 0.843 -0.317
Cl -2.568 0.467 -0.237 -0.072 0.460 -0.254
H -2.382 -1.670 1.241 -0.482 0.845 1.028
H -1.996 -3.006 0.235 0.759 0.923 -0.577
H -0.636 -1.626 0.582 -2.289 -1.039 -0.495
H 1.638 -0.975 -1.023 0.560 -0.372 -0.304
H 1.423 0.680 -1.718 0.376 -0.324 -0.036
H 2.748 0.438 -0.518 -0.181 -0.564 -0.523
H -0.043 2.109 1.294 1.716 -0.263 -1.431
H 1.727 2.191 0.480 -0.435 0.755 0.486
H 0.213 2.476 -0.510 0.645 -1.211 0.960
```
Positions in Å, forces in eV/Å.

Results of the natural (NBO) charge analysis, in e, for atoms 1 through 4:
1 C 0.03
2 C -0.82
3 C -0.46
4 C -0.49

=====

(7)
Density functional theory data (the ωB97M-V functional and the def2-TZVPD basis) for C4H9F as an isolated structure at a distorted geometry.

Calculated values
E_tot: -257.50235 a.u.
energy above the lowest of the compared OMol25 structures with the same formula, charge and spin: 108.7 kcal per mole

The geometry in XYZ format:
```
14
Properties=species:S:1:pos:R:3:forces:R:3
C -1.002 0.067 1.037 -2.026 2.253 1.338
C -0.106 -0.041 -0.212 -2.029 -2.303 -0.180
C 0.474 -1.459 -0.556 2.122 -1.618 0.452
C 0.648 1.209 -0.257 4.686 2.457 -1.562
H -0.443 -0.411 2.019 -1.774 1.293 -2.403
H -2.312 -0.308 0.892 4.500 0.996 0.592
H -0.998 1.444 1.073 -0.803 -4.598 0.894
H -0.739 0.007 -1.092 -0.594 0.810 0.011
H 1.590 -1.584 -0.041 -2.736 0.089 -1.576
H 0.554 -1.656 -1.837 -0.204 0.497 4.130
H -0.208 -2.300 0.009 1.632 2.092 -1.822
H 1.634 1.074 -1.023 -2.983 0.794 1.272
H 1.210 1.705 0.645 -1.528 -1.531 -1.105
F -0.302 2.253 -0.656 1.738 -1.230 -0.041
```
Positions in Å, forces in eV/Å.

Results of the natural (NBO) charge analysis, in e, for atoms 1 through 4:
1 C -0.62
2 C -0.39
3 C -0.61
4 C 0.05

=====

(8)
Density functional theory data (the ωB97M-V functional and the def2-TZVPD basis) for a single C4H9F2OP molecule at a distorted geometry.

Calculated values
E_tot: -774.04921 a.u.
energy above the lowest of the compared OMol25 structures with the same formula, charge and spin: 126.6 kcal per mole

The geometry in XYZ format:
```
17
Properties=species:S:1:pos:R:3:forces:R:3
C 2.359 0.033 0.315 0.090 1.400 -0.628
C 0.898 0.346 -0.155 1.471 -0.583 2.028
C -0.044 -0.692 0.485 -2.976 2.331 -2.383
O 0.104 -1.957 -0.036 -0.444 -0.505 2.534
C -1.788 -0.191 0.059 2.812 -0.913 0.440
F -2.671 -0.771 0.886 -0.098 -0.189 0.657
F -2.027 -0.746 -1.168 0.261 -0.032 -0.002
P -1.945 1.655 -0.001 1.366 0.413 0.999
H 2.277 -0.959 0.671 0.923 -1.125 0.476
H 2.557 0.732 1.106 0.214 -0.075 0.867
H 3.250 0.215 -0.369 -1.531 -0.561 0.254
H 0.898 0.114 -1.154 -0.497 0.266 -2.877
H 0.728 1.392 0.108 -0.612 -0.292 -0.443
H 0.086 -0.647 1.536 -0.381 -0.468 1.147
H 0.452 -1.948 -0.894 0.638 0.240 -1.982
H -3.289 1.835 -0.027 -1.479 -0.264 0.016
H -1.846 1.589 -1.361 0.242 0.355 -1.103
```
Positions in Å, forces in eV/Å.

Results of the natural (NBO) charge analysis, in e, for atoms 1 through 4:
1 C -0.62
2 C -0.46
3 C 0.11
4 O -0.69

=====

(9)
Density functional theory data (the ωB97M-V functional and the def2-TZVPD basis) for C4H9F3N as an isolated structure at a distorted geometry.

Calculated values
total charge: +1
E_tot: -511.58490 a.u.

The geometry in XYZ format:
```
17
Properties=species:S:1:pos:R:3:forces:R:3
C 0.080 -0.675 -1.257 0.921 -1.788 -1.002
C 0.077 -0.726 1.349 -0.179 1.987 -0.056
C -0.053 1.517 -0.097 -0.506 -0.214 0.879
C 0.479 0.047 0.054 -3.530 -1.128 -1.639
N 1.884 0.142 0.020 4.282 -4.142 -1.947
F 2.456 0.389 -1.152 -0.430 -0.182 -0.560
F 2.768 -1.259 0.390 -2.671 3.177 -0.721
F 2.407 0.963 0.771 1.464 2.373 3.407
H -0.128 0.018 -2.137 0.215 -0.911 1.346
H 1.001 -1.288 -1.504 -1.291 0.392 -0.287
H -0.723 -1.471 -1.138 0.754 1.451 0.123
H 0.627 -0.054 2.113 -1.284 -1.923 -0.217
H 0.339 -1.815 1.282 0.046 1.244 0.299
H -1.058 -0.600 1.392 1.657 -0.146 0.303
H 0.011 2.097 0.841 0.006 -0.214 -0.573
H 0.328 2.041 -0.967 0.693 0.020 0.115
H -1.088 1.355 -0.399 -0.148 0.004 0.529
```
Positions in Å, forces in eV/Å.

Results of the natural (NBO) charge analysis, in e, for atoms 1 through 4:
1 C -0.64
2 C -0.60
3 C -0.60
4 C 0.04

=====

(10)
Density functional theory data (the ωB97M-V functional and the def2-TZVPD basis) for a single C4H9F3N2 molecule at a distorted geometry.

Calculated values
E_tot: -566.88826 a.u.
energy above the lowest of the compared OMol25 structures with the same formula, charge and spin: 0.0 kcal per mole

The geometry in XYZ format:
```
18
Properties=species:S:1:pos:R:3:forces:R:3
C -0.407 -1.988 -0.457 -1.522 1.002 -2.608
N -0.151 -0.845 0.346 -0.385 -0.015 4.020
C 0.913 0.122 0.355 -0.348 -0.033 -0.428
C 0.601 1.117 1.521 0.006 0.591 -1.554
N 0.920 0.656 -1.014 -0.448 3.709 0.052
C 2.266 -0.521 0.749 0.401 -0.337 -1.688
F 2.023 -1.645 1.392 -0.001 -0.975 1.023
F 3.014 -0.873 -0.323 -0.060 0.259 -0.059
F 3.052 0.218 1.533 0.293 0.492 0.131
H -0.027 -1.788 -1.480 -0.985 0.320 0.216
H -0.061 -2.957 -0.361 2.020 -1.930 1.713
H -1.506 -2.220 -0.389 0.682 0.799 -0.697
H -0.214 -1.062 1.369 -0.639 -0.149 -1.384
H -0.504 1.263 1.643 1.122 0.076 -0.274
H 1.071 0.811 2.438 -0.150 -0.283 0.535
H 1.169 2.013 1.194 -0.785 -0.010 0.554
H 1.638 1.436 -1.161 -0.643 -1.731 0.490
H 0.044 1.299 -1.044 1.440 -1.785 -0.042
```
Positions in Å, forces in eV/Å.

Results of the natural (NBO) charge analysis, in e, for atoms 1 through 4:
1 C -0.42
2 N -0.63
3 C 0.19
4 C -0.64

=====

(11)
Density functional theory data (the ωB97M-V functional and the def2-TZVPD basis) for a single C4H9F3NOP molecule at a distorted geometry.

Calculated values
E_tot: -928.75371 a.u.
energy above the lowest of the compared OMol25 structures with the same formula, charge and spin: 9.0 kcal per mole

The geometry in XYZ format:
```
19
Properties=species:S:1:pos:R:3:forces:R:3
C -0.215 0.272 1.410 -1.539 2.926 -1.414
P 0.582 0.675 -0.171 -1.724 0.148 -0.850
C -0.673 1.536 -1.288 2.121 -3.649 -2.489
O 1.874 1.348 -0.014 0.740 0.300 0.002
C 0.661 -1.035 -0.875 1.908 1.256 -4.147
N 1.589 -1.884 -0.212 -0.204 -0.386 -0.715
C 1.152 -0.847 -2.635 -2.772 -1.253 2.311
F 1.172 -2.063 -3.275 0.840 0.464 1.027
F 0.241 -0.176 -3.365 -0.123 0.383 0.363
F 2.275 -0.225 -2.724 1.565 0.166 -0.295
H -1.161 -0.183 1.206 -0.695 -0.393 0.026
H 0.416 -0.388 1.838 1.950 -2.313 1.752
H -0.349 1.136 2.086 0.142 -0.303 -0.511
H -0.128 2.164 -2.035 -0.603 -0.314 0.866
H -1.261 0.719 -1.882 1.180 1.402 1.027
H -1.379 1.976 -0.718 -2.051 2.122 1.821
H -0.300 -1.433 -1.037 -1.454 -0.629 0.054
H 1.817 -1.450 0.676 1.231 -0.621 -0.484
H 2.298 -2.284 -0.865 -0.511 0.693 1.656
```
Positions in Å, forces in eV/Å.

Results of the natural (NBO) charge analysis, in e, for atoms 1 through 4:
1 C -0.99
2 P 1.88
3 C -0.97
4 O -1.08

=====

(12)
Density functional theory data (the ωB97M-V functional and the def2-TZVPD basis) for C4H9FN2 as an isolated structure at a distorted geometry.

Calculated values
E_tot: -366.95655 a.u.
energy above the lowest of the compared OMol25 structures with the same formula, charge and spin: 146.8 kcal per mole

The geometry in XYZ format:
```
16
Properties=species:S:1:pos:R:3:forces:R:3
C -1.025 -0.543 0.348 -2.302 3.360 1.301
C -0.047 -1.236 -0.361 5.410 -5.005 -3.429
C 1.087 -0.453 0.396 0.274 0.797 -0.352
C -0.036 0.491 0.811 -0.024 2.230 -2.696
H -2.745 -0.824 -0.733 1.519 2.969 1.125
H -2.094 0.866 -0.933 0.496 -2.324 1.572
H -1.164 -1.206 1.144 -1.711 -0.427 2.012
H -0.180 -1.149 -1.535 1.047 -0.184 2.338
H 0.241 -2.320 0.023 -1.579 1.433 -1.609
H 1.531 -0.921 1.337 -0.788 0.065 -1.355
H 1.962 -0.054 -1.846 0.764 0.481 5.309
H 3.101 -0.696 -0.024 -3.237 3.502 -2.165
H -0.165 1.009 1.716 0.186 0.491 1.291
N -2.173 0.021 -0.264 -3.331 -1.624 -2.302
N 2.175 0.172 -0.358 3.397 -4.143 -2.568
F -0.041 1.599 -0.217 -0.121 -1.621 1.529
```
Positions in Å, forces in eV/Å.

Results of the natural (NBO) charge analysis, in e, for atoms 1 through 4:
1 C -0.13
2 C -0.41
3 C -0.11
4 C 0.20